Here is an isolated molecule of C17H18N2O3S from OMol25. Energies are from ωB97M-V/def2-TZVPD.

* gap between HOMO and LUMO: 8.54 eV
* SMILES: CCN(CC)CC(=O)Nc1scc2c1c(=O)oc1ccccc12
* energy relative to the best compared isomer or geometry (same formula, charge and spin): 6.8 kcal/mol
* E_tot: -1392.0656 Eh
* HOMO level: -8.2 eV
* lowest unoccupied orbital energy: 0.4 eV

The geometry in ORCA input format:
```
! RIJCOSX wB97M-V def2-TZVPD def2/J DEFGRID3
* xyz 0 1
C -6.339 -1.356 -0.758
C -5.848 -0.166 0.074
N -4.414 -0.076 0.276
C -3.815 -1.160 1.039
C -4.435 -1.320 2.422
C -3.678 0.194 -0.947
C -2.399 0.940 -0.617
O -2.336 2.124 -0.362
N -1.266 0.177 -0.613
C -0.053 0.726 -0.302
S 0.143 2.388 0.082
C 1.846 2.159 0.306
C 2.241 0.871 0.097
C 1.139 0.035 -0.257
C 1.271 -1.375 -0.530
O 0.342 -2.103 -0.827
O 2.516 -1.892 -0.440
C 3.606 -1.130 -0.109
C 4.825 -1.799 -0.059
C 5.977 -1.112 0.267
C 5.923 0.248 0.547
C 4.719 0.917 0.498
C 3.541 0.244 0.171
H -7.420 -1.307 -0.859
H -6.083 -2.298 -0.280
H -5.901 -1.341 -1.754
H -6.161 0.765 -0.407
H -6.317 -0.195 1.059
H -2.759 -0.909 1.171
H -3.861 -2.122 0.497
H -5.428 -1.759 2.371
H -3.808 -1.974 3.023
H -4.500 -0.352 2.911
H -4.283 0.855 -1.571
H -3.436 -0.721 -1.516
H -1.237 -0.822 -0.820
H 2.452 2.998 0.582
H 4.841 -2.854 -0.279
H 6.919 -1.636 0.305
H 6.826 0.781 0.801
H 4.671 1.973 0.714
*
```

Results of the Mulliken charge analysis, in e, for atoms 1 through 2: C -1.014; C -0.774

Here is an isolated molecule of C17H18N2O5S from OMol25. Energies are from ωB97M-V/def2-TZVPD.

* gap between HOMO and LUMO: 8.88 eV
* SMILES: CCOC(=O)CC1=C(C(=O)OCC)[C@@H](c2cccs2)C(C#N)=C(N)O1
* energy relative to the best compared isomer or geometry (same formula, charge and spin): 28.0 kcal/mol
* E_tot: -1542.5196 Eh
* HOMO level: -8.4 eV
* lowest unoccupied orbital energy: 0.5 eV

The geometry in ORCA input format:
```
! RIJCOSX wB97M-V def2-TZVPD def2/J DEFGRID3
* xyz 0 1
C 1.880 2.118 -4.835
C 1.610 1.959 -3.351
O 0.294 1.423 -3.186
C -0.162 1.343 -1.948
O 0.401 1.777 -0.978
C -1.552 0.707 -1.929
C -1.860 0.166 -0.570
C -1.123 -0.752 0.079
C 0.084 -1.321 -0.539
O 0.501 -1.046 -1.644
O 0.676 -2.202 0.273
C 1.946 -2.709 -0.129
C 3.056 -1.760 0.302
C -1.408 -1.150 1.508
C -0.296 -0.648 2.386
C 0.418 0.503 2.253
C 1.391 0.660 3.266
C 1.396 -0.369 4.150
S 0.215 -1.558 3.765
C -2.730 -0.551 1.951
C -3.233 -0.911 3.206
N -3.648 -1.197 4.239
C -3.392 0.353 1.194
N -4.593 0.913 1.517
O -2.966 0.751 -0.038
H 1.163 2.804 -5.277
H 2.883 2.506 -4.984
H 1.792 1.156 -5.331
H 2.320 1.266 -2.888
H 1.671 2.918 -2.824
H -1.567 -0.074 -2.688
H -2.290 1.472 -2.180
H 2.039 -3.677 0.366
H 1.953 -2.840 -1.217
H 3.023 -1.613 1.379
H 2.926 -0.796 -0.184
H 4.022 -2.172 0.025
H -1.449 -2.243 1.595
H 0.280 1.204 1.448
H 2.055 1.504 3.327
H 2.018 -0.507 5.012
H -4.863 1.732 0.998
H -4.882 0.858 2.479
*
```

Results of the Mulliken charge analysis, in e, for atoms 1 through 2: C -1.286; C -0.061

Here is an isolated molecule of C17H18N2O5S2 from OMol25. Energies are from ωB97M-V/def2-TZVPD.

* gap between HOMO and LUMO: 7.91 eV
* SMILES: CCOC(=O)CSC1=C(C#N)C(=O)N[C@@H](c2ccc(OC)c(OC)c2)S1
* energy relative to the best compared isomer or geometry (same formula, charge and spin): 6.6 kcal/mol
* E_tot: -1940.6717 Eh
* HOMO level: -8.2 eV
* lowest unoccupied orbital energy: -0.2 eV

The geometry in ORCA input format:
```
! RIJCOSX wB97M-V def2-TZVPD def2/J DEFGRID3
* xyz 0 1
C -5.720 0.005 -1.314
C -4.533 0.944 -1.229
O -3.515 0.457 -2.119
C -2.509 1.265 -2.391
O -2.406 2.403 -2.019
C -1.477 0.544 -3.249
S 0.212 0.988 -2.721
C 0.034 1.156 -0.989
C -0.798 0.415 -0.204
C -1.342 -0.806 -0.621
N -1.706 -1.864 -0.886
C -1.269 0.907 1.117
O -2.394 0.703 1.524
N -0.370 1.657 1.810
C 0.989 1.808 1.423
C 1.829 0.561 1.487
C 3.187 0.654 1.218
C 3.966 -0.481 1.236
C 3.432 -1.741 1.503
O 4.344 -2.744 1.476
C 3.969 -4.098 1.617
C 2.052 -1.841 1.777
O 1.524 -3.072 2.044
C 0.126 -3.210 2.162
C 1.283 -0.684 1.771
S 1.007 2.436 -0.345
H -6.489 0.331 -0.622
H -6.126 -0.005 -2.322
H -5.408 -1.002 -1.052
H -4.796 1.966 -1.520
H -4.117 0.960 -0.216
H -1.631 -0.534 -3.209
H -1.543 0.895 -4.279
H -0.714 2.123 2.636
H 1.452 2.616 1.994
H 3.627 1.612 0.986
H 5.023 -0.429 1.032
H 3.266 -4.404 0.840
H 3.535 -4.298 2.598
H 4.898 -4.658 1.507
H -0.394 -2.864 1.265
H -0.261 -2.683 3.040
H -0.045 -4.278 2.286
H 0.236 -0.761 2.014
*
```

Results of the Mulliken charge analysis, in e, for atoms 1 through 2: C -1.342; C 0.074

Here is an isolated molecule of C17H18N2OS from OMol25. Energies are from ωB97M-V/def2-TZVPD.

* gap between HOMO and LUMO: 8.61 eV
* SMILES: Cc1ccccc1OCCCSc1nc2ccccc2[nH]1
* energy relative to the best compared isomer or geometry (same formula, charge and spin): 18.7 kcal/mol
* E_tot: -1241.5656 Eh
* HOMO level: -8.0 eV
* lowest unoccupied orbital energy: 0.6 eV

The geometry in ORCA input format:
```
! RIJCOSX wB97M-V def2-TZVPD def2/J DEFGRID3
* xyz 0 1
C 2.104 1.834 -1.087
C 3.384 1.302 -0.522
C 4.574 2.000 -0.614
C 5.752 1.486 -0.095
C 5.742 0.254 0.527
C 4.561 -0.466 0.635
C 3.383 0.050 0.115
O 2.171 -0.573 0.167
C 2.040 -1.780 0.879
C 0.555 -2.134 0.899
C 0.040 -2.352 -0.513
S -1.730 -2.772 -0.530
C -2.398 -1.194 -0.251
N -1.714 -0.098 -0.101
C -2.651 0.890 0.080
C -2.486 2.254 0.284
C -3.624 3.019 0.439
C -4.900 2.456 0.394
C -5.087 1.102 0.191
C -3.950 0.330 0.035
N -3.752 -1.014 -0.178
H 1.289 1.682 -0.382
H 2.194 2.891 -1.322
H 1.846 1.294 -1.998
H 4.579 2.965 -1.101
H 6.671 2.047 -0.177
H 6.652 -0.159 0.935
H 4.575 -1.429 1.123
H 2.406 -1.664 1.909
H 2.616 -2.580 0.389
H 0.006 -1.303 1.343
H 0.405 -3.030 1.504
H 0.155 -1.444 -1.101
H 0.541 -3.189 -1.000
H -1.500 2.688 0.318
H -3.530 4.083 0.599
H -5.761 3.095 0.519
H -6.074 0.666 0.155
H -4.451 -1.731 -0.272
*
```

Results of the Mulliken charge analysis, in e, for atoms 1 through 2: C -1.254; C 0.747

Here is a structure of composition C17H18N3O2Tc from OMol25. Energies are from ωB97M-V/def2-TZVPD.

* gap between HOMO and LUMO (alpha / beta): 7.37 / 5.75 eV
* E_tot: -1053.0418 Eh
* HOMO level (alpha / beta): -18.8 / -18.9 eV
* lowest unoccupied orbital energy (alpha / beta): -11.4 / -13.2 eV

The geometry in ORCA input format:
```
! RIJCOSX wB97M-V def2-TZVPD def2/J DEFGRID3
* xyz 3 4
Tc -1.657 0.488 -0.233
C 2.374 1.465 -1.435
C 0.947 1.467 -1.077
N 0.270 0.362 -0.810
N 0.809 -0.853 -0.941
C -0.097 -1.798 -0.727
O -1.323 -1.459 -0.407
C 0.297 -3.177 -0.903
C -0.664 -4.207 -0.826
C -0.268 -5.505 -1.010
C 1.104 -5.822 -1.211
C 2.060 -4.799 -1.311
C 1.675 -3.498 -1.148
C 0.121 2.665 -1.029
C 0.587 3.938 -1.306
C -0.308 5.006 -1.315
C -1.647 4.769 -1.056
C -2.051 3.470 -0.759
N -1.197 2.450 -0.745
H 2.791 0.465 -1.382
H 2.932 2.134 -0.773
H 2.520 1.852 -2.449
H -1.702 -3.973 -0.635
H -1.004 -6.299 -1.026
H 1.411 -6.858 -1.284
H 3.092 -5.048 -1.517
H 2.399 -2.696 -1.175
H 1.635 4.103 -1.520
H 0.043 6.008 -1.525
H -2.374 5.569 -1.075
H -3.087 3.255 -0.517
C -0.914 -0.611 3.033
C -1.122 0.835 2.780
C -0.994 1.807 3.883
O -1.380 1.268 1.631
H -1.181 -0.880 4.052
H 0.153 -0.834 2.916
H -1.474 -1.223 2.324
H -1.340 1.383 4.824
H -1.506 2.742 3.664
H 0.071 2.036 4.022
*
```

Results of the Mulliken charge analysis, in e, for atoms 1 through 2: Tc 1.165; C -1.346

Question: The lowest E_tot belongs to which entry?
Answer: C17H18N2O5S2